1.
92
Properties=species:S:1:pos:R:3 method="wB97M-V/def2-TZVPD" e_homo_ev=-9.009 homo_lumo_gap_ev=9.085 mol_weight_g_mol=665.57 e_lumo_ev=0.08 energy_ha=-2244.11433 largest_force_ev_per_a=7.453
C 1.387 4.900 -3.410
C 1.134 3.338 -3.124
O 2.237 2.638 -2.479
C 2.701 3.311 -1.296
C 4.014 4.284 -1.423
O 4.432 4.877 -2.463
N 4.653 4.298 -0.089
C 4.627 2.887 0.413
C 3.429 2.125 -0.429
N 2.561 1.641 0.719
C 1.802 0.628 0.318
O 1.540 -0.573 0.030
B 4.311 1.018 -1.255
O 4.623 -0.311 -0.731
O 4.902 1.297 -2.575
H 2.354 4.989 -4.038
H 0.533 5.299 -4.076
H 1.491 5.524 -2.445
H 0.118 3.197 -2.583
H 0.998 2.835 -4.163
H 1.952 3.753 -0.551
H 5.635 4.550 -0.290
H 4.207 2.955 1.472
H 5.582 2.247 0.244
H 4.918 -0.849 -1.502
H 5.698 1.873 -2.443
C -2.836 1.304 -0.724
C -2.382 2.349 -1.705
N -2.021 3.175 -2.479
H -3.555 0.637 -1.200
H -1.980 0.719 -0.380
H -3.308 1.784 0.134
C -0.823 -1.808 -3.183
C -1.979 -0.878 -3.422
N -2.893 -0.143 -3.612
H -0.955 -2.327 -2.232
H -0.768 -2.545 -3.987
H 0.109 -1.241 -3.154
C -2.701 -2.279 1.097
C -3.853 -1.368 0.778
N -4.766 -0.647 0.527
H -2.794 -3.207 0.531
H -1.760 -1.794 0.832
H -2.695 -2.510 2.161
C 4.716 2.111 4.936
C 5.087 3.110 3.877
N 5.379 3.900 3.038
H 4.811 1.098 4.540
H 5.378 2.220 5.797
H 3.686 2.274 5.255
C -3.547 4.820 -5.974
C -2.159 4.729 -6.547
N -1.061 4.655 -7.000
H -3.824 5.866 -5.835
H -4.260 4.351 -6.656
H -3.587 4.310 -5.010
C -1.456 -5.345 4.621
C -1.074 -4.352 3.562
N -0.775 -3.567 2.720
H -1.354 -6.359 4.234
H -0.808 -5.229 5.489
H -2.492 -5.184 4.925
C -3.293 -6.983 1.347
C -3.202 -7.491 2.758
N -3.134 -7.905 3.882
H -2.490 -6.267 1.158
H -3.201 -7.815 0.647
H -4.253 -6.490 1.192
C 0.488 -8.154 7.080
C 0.951 -7.111 6.104
N 1.317 -6.285 5.330
H -0.232 -8.818 6.599
H 1.340 -8.743 7.425
H 0.014 -7.675 7.938
C -2.422 1.329 3.361
C -1.969 2.368 2.375
N -1.603 3.208 1.590
H -3.141 0.657 2.888
H -1.565 0.748 3.707
H -2.895 1.811 4.218
C -7.047 -3.158 1.249
C -6.156 -4.181 1.894
N -5.450 -4.990 2.405
H -7.958 -3.036 1.838
H -6.530 -2.199 1.190
H -7.315 -3.482 0.242
C 4.917 3.869 -5.939
C 3.768 4.806 -6.173
N 2.858 5.548 -6.355
H 4.783 3.347 -4.989
H 4.968 3.134 -6.745
H 5.853 4.429 -5.908



2.
86
Properties=species:S:1:pos:R:3 method="wB97M-V/def2-TZVPD" e_homo_ev="-7.310 / -7.507" homo_lumo_gap_ev="7.627 / 7.686" mol_weight_g_mol=627.47 e_lumo_ev="0.32 / 0.18" energy_ha=-2992.61769 largest_force_ev_per_a=3.897 spin_multiplicity=2
Ti 0.589 -0.537 -0.813
C 2.213 0.316 4.147
C 2.472 0.205 2.683
C 3.686 0.221 2.038
C 3.415 0.074 0.670
N 2.086 0.006 0.506
N 1.518 0.064 1.747
B 0.019 -0.165 2.024
N -0.812 0.983 1.452
N -0.356 1.794 0.463
C -1.174 2.843 0.435
C -2.212 2.664 1.376
C -1.939 1.477 2.010
C -2.685 0.793 3.107
C -1.000 4.112 -0.371
C -2.251 4.347 -1.228
C -0.850 5.271 0.630
C 0.238 4.090 -1.261
N -0.495 -1.511 1.430
N -0.939 -1.647 0.142
C -1.556 -2.841 0.058
C -1.478 -3.470 1.311
C -0.808 -2.606 2.143
C -0.418 -2.806 3.568
C -2.275 -3.523 -1.100
C -3.659 -3.949 -0.583
C -1.465 -4.781 -1.470
C -2.517 -2.702 -2.368
C 4.529 -0.124 -0.343
C 5.188 -1.473 0.004
C 4.100 -0.159 -1.804
C 5.555 1.006 -0.181
H 3.156 0.479 4.665
H 1.757 -0.594 4.540
H 1.543 1.146 4.369
H 4.651 0.328 2.503
H -0.134 -0.213 3.204
H -3.026 3.333 1.599
H -3.625 1.312 3.284
H -2.110 0.797 4.036
H -2.902 -0.246 2.853
H -3.135 4.493 -0.604
H -2.431 3.495 -1.884
H -2.116 5.238 -1.847
H -1.707 5.336 1.302
H -0.762 6.216 0.090
H 0.048 5.132 1.235
H 0.077 3.479 -2.144
H 1.097 3.689 -0.723
H 0.470 5.105 -1.592
H -1.885 -4.425 1.595
H -0.710 -3.807 3.881
H -0.896 -2.080 4.226
H 0.663 -2.709 3.679
H -3.591 -4.706 0.199
H -4.242 -4.362 -1.408
H -4.195 -3.086 -0.182
H -1.307 -5.419 -0.599
H -0.492 -4.501 -1.871
H -1.999 -5.359 -2.226
H -3.295 -1.959 -2.211
H -2.863 -3.381 -3.150
H -1.626 -2.212 -2.733
H 4.462 -2.283 -0.091
H 5.574 -1.475 1.023
H 6.018 -1.667 -0.678
H 3.285 -0.854 -1.977
H 4.942 -0.490 -2.415
H 3.804 0.829 -2.146
H 5.942 1.055 0.837
H 5.100 1.966 -0.429
H 6.394 0.837 -0.859
S 1.272 1.063 -2.736
C -0.418 0.903 -2.912
C -1.158 1.312 -4.035
C -2.531 1.277 -3.970
C -3.156 0.827 -2.801
C -2.366 0.357 -1.778
N -1.032 0.371 -1.835
H -0.630 1.653 -4.914
H -3.129 1.601 -4.813
H -4.233 0.819 -2.712
H -2.798 -0.049 -0.871
O 0.734 -1.666 -2.290
N 1.312 -2.635 -1.656
O 1.484 -2.237 -0.449



3.
81
Properties=species:S:1:pos:R:3 method="wB97M-V/def2-TZVPD" e_homo_ev="-11.789 / -11.789" homo_lumo_gap_ev="4.153 / 4.218" mol_weight_g_mol=663.55 total_charge=+2 e_lumo_ev="-7.64 / -7.57" energy_ha=-6100.84612 largest_force_ev_per_a=4.723 spin_multiplicity=6
C -0.241 6.260 -3.317
C -0.415 4.923 -3.783
C -0.754 4.745 -5.147
C -1.032 5.861 -5.947
N -0.896 7.102 -5.478
C -0.525 7.319 -4.198
C -0.382 3.748 -3.041
C -0.604 2.860 -2.162
C -1.662 2.676 -1.177
C -1.181 2.044 -0.008
C -2.115 1.276 0.734
C -3.490 1.657 0.671
C -3.926 2.454 -0.448
C -3.029 2.929 -1.401
Mn -0.719 0.870 -1.985
P 2.386 -1.142 0.374
H -0.828 3.749 -5.546
H 0.099 6.479 -2.313
H -1.355 5.704 -6.988
H -0.442 8.373 -3.877
H -3.371 3.543 -2.280
H -0.139 2.233 0.332
H -4.981 2.621 -0.565
H -1.712 0.465 1.380
C 2.487 -2.693 1.506
C 3.255 -3.959 1.066
H 1.427 -2.919 1.715
H 2.898 -2.336 2.468
H 3.072 -4.752 1.820
H 2.916 -4.347 0.082
H 4.353 -3.785 1.054
C 3.175 -1.556 -1.255
C 3.605 -0.284 -2.026
H 2.430 -2.100 -1.866
H 4.029 -2.240 -1.154
H 3.590 -0.462 -3.114
H 2.915 0.552 -1.814
H 4.630 0.035 -1.767
C 3.831 -0.256 1.118
C 5.206 -0.943 1.109
H 3.540 -0.031 2.154
H 3.884 0.706 0.589
H 6.011 -0.224 1.323
H 5.285 -1.708 1.886
H 5.449 -1.410 0.147
Br -4.731 0.927 1.756
P -1.121 -1.511 -0.625
C -0.043 -3.041 -0.951
C -0.411 -4.425 -1.488
H 0.412 -3.196 0.039
H 0.745 -2.606 -1.579
H 0.531 -4.863 -1.846
H -0.771 -5.066 -0.673
H -1.131 -4.420 -2.316
C -2.221 -2.155 0.806
C -3.547 -2.957 0.755
H -2.475 -1.223 1.342
H -1.528 -2.688 1.479
H -3.847 -3.170 1.801
H -4.361 -2.368 0.309
H -3.452 -3.926 0.239
C -2.136 -1.153 -2.073
C -2.430 -2.258 -3.072
H -1.659 -0.366 -2.763
H -3.052 -0.791 -1.583
H -2.852 -1.701 -3.920
H -1.513 -2.727 -3.431
H -3.151 -3.001 -2.703
C 1.575 -0.239 5.957
N 0.224 0.234 5.631
C -0.704 0.670 6.561
C -1.826 1.021 5.865
N -1.587 0.775 4.534
C -0.295 0.296 4.354
S 0.508 -0.090 2.989
H 1.584 -1.344 5.951
H 2.262 0.159 5.192
H 1.798 0.148 6.965
H -0.464 0.679 7.611
H -2.760 1.425 6.238
H -2.248 0.913 3.773



4.
81
Properties=species:S:1:pos:R:3 method="wB97M-V/def2-TZVPD" e_homo_ev="-17.793 / -18.963" homo_lumo_gap_ev="6.205 / 4.356" mol_weight_g_mol=803.69 total_charge=+4 e_lumo_ev="-11.59 / -14.61" energy_ha=-5068.23600 largest_force_ev_per_a=4.001 spin_multiplicity=5
C 2.822 4.794 -0.827
C 1.675 4.249 -1.424
C 1.723 3.851 -2.777
C 2.878 4.170 -3.508
N 3.927 4.768 -2.935
C 3.928 5.076 -1.636
C 0.503 4.138 -0.622
C -0.588 4.013 -0.052
C -1.585 3.241 0.648
C -1.055 2.141 1.316
C -1.914 1.071 1.629
C -3.220 1.125 1.148
C -3.818 2.267 0.638
C -2.980 3.398 0.476
Pt -1.191 -0.876 0.811
P 1.058 -0.696 0.123
H 0.895 3.337 -3.255
H 2.836 5.028 0.229
H 2.934 3.931 -4.577
H 4.803 5.555 -1.190
H -3.345 4.384 0.182
H 0.021 2.015 1.406
H -4.883 2.331 0.389
H -1.583 0.275 2.364
C 1.932 -2.329 0.278
C 3.257 -2.598 -0.458
H 1.209 -3.108 -0.014
H 2.095 -2.466 1.360
H 3.561 -3.636 -0.247
H 3.168 -2.514 -1.549
H 4.086 -1.959 -0.120
C 1.344 -0.051 -1.599
C 2.738 0.397 -2.054
H 0.664 0.811 -1.679
H 0.971 -0.806 -2.304
H 2.739 0.539 -3.144
H 3.027 1.370 -1.637
H 3.529 -0.331 -1.835
C 2.095 0.478 1.087
C 3.610 0.319 1.158
H 1.703 0.457 2.113
H 1.868 1.463 0.655
H 4.012 1.115 1.798
H 3.933 -0.630 1.596
H 4.114 0.442 0.194
Br -3.945 -0.783 1.114
P -2.039 -1.888 -1.278
C -0.837 -2.679 -2.389
C -1.350 -3.928 -3.097
H 0.055 -2.900 -1.782
H -0.549 -1.919 -3.128
H -0.541 -4.343 -3.708
H -1.665 -4.702 -2.391
H -2.190 -3.712 -3.769
C -3.120 -3.221 -0.624
C -4.418 -3.467 -1.381
H -3.383 -2.950 0.412
H -2.495 -4.124 -0.554
H -5.063 -4.104 -0.759
H -4.977 -2.547 -1.603
H -4.244 -4.001 -2.324
C -2.890 -0.574 -2.223
C -3.351 -0.953 -3.629
H -2.146 0.239 -2.279
H -3.719 -0.195 -1.605
H -3.862 -0.089 -4.073
H -2.508 -1.199 -4.286
H -4.057 -1.792 -3.638
C 0.206 -2.036 5.906
N 0.234 -0.702 5.330
C 0.423 0.469 6.048
C 0.497 1.491 5.139
N 0.342 0.896 3.889
C 0.137 -0.448 4.006
S -0.135 -1.723 2.902
H -0.681 -2.584 5.563
H 1.113 -2.595 5.637
H 0.179 -1.916 6.993
H 0.495 0.454 7.119
H 0.627 2.542 5.267
H 0.360 1.431 3.039



5.
81
Properties=species:S:1:pos:R:3 method="wB97M-V/def2-TZVPD" e_homo_ev="-18.740 / -19.644" homo_lumo_gap_ev="6.500 / 4.684" mol_weight_g_mol=803.69 total_charge=+4 e_lumo_ev="-12.24 / -14.96" energy_ha=-5068.30206 largest_force_ev_per_a=4.439 spin_multiplicity=5
C 1.868 3.763 -0.684
C 0.856 3.068 -1.427
C 0.958 2.974 -2.859
C 1.992 3.688 -3.458
N 2.896 4.361 -2.746
C 2.846 4.427 -1.417
C -0.153 2.519 -0.753
C -1.025 1.916 -0.047
C -2.356 2.103 0.413
C -3.031 1.025 1.009
C -4.389 1.164 1.294
C -4.963 2.368 0.944
C -4.316 3.502 0.411
C -2.968 3.350 0.108
Pt -0.524 -0.321 0.171
P 1.883 -0.526 -0.562
H 0.212 2.412 -3.431
H 1.815 3.801 0.409
H 2.048 3.706 -4.544
H 3.573 5.028 -0.877
H -2.331 4.109 -0.391
H -2.490 0.063 1.213
H -4.825 4.430 0.241
H -4.973 0.389 1.772
C 2.546 -2.245 -0.248
C 3.758 -2.819 -0.999
H 1.688 -2.918 -0.391
H 2.763 -2.256 0.831
H 3.908 -3.850 -0.645
H 3.612 -2.870 -2.085
H 4.692 -2.277 -0.801
C 2.349 -0.241 -2.356
C 3.763 0.173 -2.795
H 1.647 0.531 -2.703
H 2.088 -1.175 -2.875
H 3.768 0.248 -3.894
H 4.065 1.161 -2.419
H 4.547 -0.553 -2.537
C 3.115 0.545 0.323
C 4.604 0.169 0.421
H 2.713 0.650 1.342
H 3.019 1.534 -0.152
H 5.113 0.964 0.984
H 4.775 -0.770 0.962
H 5.110 0.103 -0.551
Br -6.798 2.472 1.328
P -1.596 -1.553 -1.621
C -0.493 -2.510 -2.734
C -1.127 -3.766 -3.336
H 0.406 -2.758 -2.142
H -0.154 -1.820 -3.525
H -0.384 -4.270 -3.967
H -1.443 -4.465 -2.551
H -1.996 -3.524 -3.964
C -2.640 -2.663 -0.610
C -3.938 -3.108 -1.272
H -2.839 -2.099 0.318
H -2.006 -3.522 -0.332
H -4.468 -3.761 -0.570
H -4.591 -2.253 -1.488
H -3.764 -3.669 -2.200
C -2.598 -0.366 -2.585
C -3.123 -0.895 -3.921
H -1.947 0.517 -2.724
H -3.422 -0.038 -1.930
H -3.719 -0.109 -4.398
H -2.301 -1.158 -4.598
H -3.769 -1.774 -3.791
C 0.194 -2.037 4.891
N 0.133 -0.638 4.474
C 0.272 0.492 5.266
C 0.196 1.574 4.450
N -0.003 1.075 3.170
C -0.036 -0.277 3.192
S -0.232 -1.519 2.008
H -0.783 -2.516 4.767
H 0.911 -2.585 4.271
H 0.508 -2.055 5.931
H 0.445 0.384 6.323
H 0.235 2.626 4.666
H -0.049 1.654 2.327